[1]
Formula: C3H7BO4
Source: the OMol25 dataset
Level of theory: ωB97M-V/def2-TZVPD

HOMO: -11.100 eV
Total charge: 0
E_tot: -12093.441 eV
HOMO-LUMO gap: 11.69 eV
Relative energy (zero: lowest compared OMol25 entry of this formula, charge and spin): 0.0 kJ/mol

CARTESIAN COORDINATES (ANGSTROEM)
1 C 3.077 -0.058 0.054
2 O 1.816 0.473 -0.301
3 C 0.673 -0.273 -0.033
4 O 0.733 -1.395 0.441
5 O -0.358 0.446 -0.328
6 B -1.689 -0.112 -0.226
7 C -2.731 0.965 0.157
8 O -1.919 -1.405 -0.392
9 H 3.560 -0.324 -0.819
10 H 3.080 -0.779 0.762
11 H 3.729 0.714 0.441
12 H -3.716 0.577 0.523
13 H -2.241 1.566 0.846
14 H -2.896 1.629 -0.777
15 H -1.119 -2.023 -0.348

***

[2]
Formula: C3H7Br2OP
Source: the OMol25 dataset
Level of theory: ωB97M-V/def2-TZVPD

HOMO: -9.724 eV
Total charge: 0
E_tot: -154644.308 eV
HOMO-LUMO gap: 9.25 eV
Relative energy (zero: lowest compared OMol25 entry of this formula, charge and spin): 278.9 kJ/mol

CARTESIAN COORDINATES (ANGSTROEM)
1 C -2.528 -0.172 1.287
2 P -1.652 -1.400 2.122
3 Br 0.076 -0.423 3.064
4 H -3.394 -0.328 0.622
5 H -2.122 0.914 1.371
6 O 0.975 -1.295 -1.624
7 C 1.438 0.029 -1.531
8 C 1.032 0.528 -0.131
9 Br 0.723 2.571 -0.098
10 H 0.058 -1.389 -1.727
11 H 2.530 -0.050 -1.697
12 H 1.032 0.680 -2.371
13 H 1.861 0.274 0.568
14 H -0.030 0.059 0.145

***

[3]
Formula: C3H7BrFP
Source: the OMol25 dataset
Level of theory: ωB97M-V/def2-TZVPD

HOMO (alpha / beta): -7.593 / -10.225 eV
Multiplicity: 3
Total charge: 0
E_tot: -85267.681 eV
HOMO-LUMO gap (alpha / beta): 8.35 / 8.50 eV

CARTESIAN COORDINATES (ANGSTROEM)
1 C 0.684 1.552 0.101
2 C -0.463 0.620 0.236
3 C -0.292 -0.810 -0.274
4 F -0.635 0.539 1.612
5 P -0.599 -2.331 0.770
6 Br -0.531 -0.845 -2.137
7 H 0.336 2.431 0.718
8 H 0.853 1.882 -0.914
9 H 1.617 1.077 0.399
10 H -1.469 1.020 -0.140
11 H 1.820 -1.010 -0.292
12 H 0.622 -2.247 1.372
13 H -0.037 -3.234 -0.073

***

[4]
Formula: C3H7BrN
Source: the OMol25 dataset
Level of theory: ωB97M-V/def2-TZVPD

HOMO (alpha / beta): -14.434 / -12.848 eV
Total charge: +1
E_tot: -74744.137 eV
HOMO-LUMO gap (alpha / beta): 9.67 / 5.02 eV
Relative energy (zero: lowest compared OMol25 entry of this formula, charge and spin): 459.6 kJ/mol

CARTESIAN COORDINATES (ANGSTROEM)
1 C 1.596 -0.178 -1.409
2 C -1.480 -0.762 0.027
3 C -0.144 1.027 1.262
4 N -0.915 0.189 0.459
5 Br 0.863 -1.877 -2.246
6 H 2.502 0.129 -1.761
7 H 1.137 -0.038 -0.312
8 H -1.826 -1.699 0.483
9 H -1.831 -0.619 -1.062
10 H 0.856 1.101 0.860
11 H -0.096 0.732 2.331
12 H -0.661 1.995 1.368

***

[5]
Formula: C3H7BrN2O
Source: the OMol25 dataset
Level of theory: ωB97M-V/def2-TZVPD

HOMO: -9.803 eV
Total charge: 0
E_tot: -78293.222 eV
HOMO-LUMO gap: 10.23 eV
Relative energy (zero: lowest compared OMol25 entry of this formula, charge and spin): 52.5 kJ/mol

CARTESIAN COORDINATES (ANGSTROEM)
1 C -0.326 3.517 -1.393
2 C 1.134 -1.185 0.324
3 C 0.294 -0.063 -0.351
4 N 0.050 2.469 -1.835
5 N -1.050 -0.229 -0.837
6 O -0.582 4.589 -1.029
7 Br -0.994 -1.528 -2.131
8 H 2.033 -0.802 0.592
9 H 0.592 -1.597 1.231
10 H 1.388 -2.026 -0.321
11 H 0.187 0.741 0.484
12 H 0.930 0.362 -1.111
13 H -1.613 -0.744 -0.022
14 H -0.406 1.562 -1.977

***

[6]
Formula: C3H7BrN3
Source: the OMol25 dataset
Level of theory: ωB97M-V/def2-TZVPD

HOMO: -14.410 eV
Total charge: +1
E_tot: -77727.318 eV
HOMO-LUMO gap: 8.84 eV
Relative energy (zero: lowest compared OMol25 entry of this formula, charge and spin): 266.9 kJ/mol

CARTESIAN COORDINATES (ANGSTROEM)
1 H 4.136 -0.385 0.074
2 N 3.345 0.021 -0.446
3 N 2.420 0.158 0.308
4 C 1.161 0.485 0.533
5 Br 0.831 1.854 1.672
6 N 0.195 -0.191 0.006
7 C -1.145 0.002 0.423
8 C -2.014 -0.324 -0.729
9 H 0.419 -0.693 -0.757
10 H -1.413 -0.644 1.299
11 H -1.388 0.987 0.734
12 H -1.376 -0.241 -1.631
13 H -2.333 -1.386 -0.644
14 H -2.838 0.357 -0.839

***

[7]
Formula: C3H7BrNO
Source: the OMol25 dataset
Level of theory: ωB97M-V/def2-TZVPD

HOMO (alpha / beta): -11.072 / -11.072 eV
Total charge: +1
E_tot: -76792.577 eV
HOMO-LUMO gap (alpha / beta): 5.84 / 5.79 eV
Relative energy (zero: lowest compared OMol25 entry of this formula, charge and spin): 468.0 kJ/mol

CARTESIAN COORDINATES (ANGSTROEM)
1 C 2.055 -0.067 -0.157
2 C -2.436 1.457 0.560
3 C -2.171 -0.579 -0.613
4 N 3.071 -0.807 0.033
5 O -2.754 0.508 -0.212
6 Br -0.452 -1.009 0.074
7 H 1.524 0.462 0.601
8 H 1.819 0.097 -1.235
9 H -1.533 1.515 1.153
10 H -3.063 2.330 0.658
11 H -2.732 -1.248 -1.313
12 H 3.158 -1.098 1.030
13 H 3.514 -1.562 -0.580

***

[8]
Formula: C3H7BrS
Source: the OMol25 dataset
Level of theory: ωB97M-V/def2-TZVPD

HOMO: -9.264 eV
Total charge: 0
E_tot: -84100.527 eV
HOMO-LUMO gap: 9.95 eV
Relative energy (zero: lowest compared OMol25 entry of this formula, charge and spin): 183.8 kJ/mol

CARTESIAN COORDINATES (ANGSTROEM)
1 C 1.370 0.273 -0.434
2 C 2.323 -0.603 -0.240
3 Br 4.110 -0.214 0.254
4 H 0.357 0.016 -0.586
5 H 1.559 1.418 -0.477
6 H 2.123 -1.625 -0.123
7 C -2.237 -1.700 1.358
8 S -2.400 -0.226 0.105
9 H -3.254 -2.158 1.203
10 H -2.029 -1.262 2.411
11 H -1.495 -2.227 0.845
12 H -2.721 0.635 1.062